The following is a DFT calculation (wB97M-V/def2-TZVPD) of a molecular structure, CH3F3Si.

Output
Energy above the lowest of the compared OMol25 structures with the same formula, charge and spin in kcal/mol: 191.7
E_tot in eV: -17113.436
Orbital gap in eV: 12.216

ORCA input file:
```
! RIJCOSX wB97M-V def2-TZVPD def2/J DEFGRID3
* xyz 0 1
C -0.20 -0.41 -0.82
F 1.28 -1.34 -1.22
F -0.20 0.42 -1.88
F -1.17 -1.21 -0.93
Si 0.03 0.46 0.95
H 1.55 0.79 0.99
H -0.66 1.84 1.21
H -0.62 -0.55 1.71
*
```

These are the Mulliken partial charges, in e, on atoms 1 to 4:
1 C 0.610
2 F -0.444
3 F -0.194
4 F -0.147